1.
Formula: C17H16BEuN2O5S6
Source: the Open Molecules 2025 dataset
Level of theory: ωB97M-V/def2-TZVPD

The geometry in XYZ format:
```
48
C17H16BEuN2O5S6 ωB97M-V/def2-TZVPD
Eu 0.27594 -3.12894 -2.19603
S -0.75248 -5.15299 -5.45860
S 0.06116 -6.98147 -4.77688
S 1.19049 -6.50246 -3.10700
S 2.27999 -4.83361 -3.52841
O -1.08264 -3.46735 -0.21863
S 0.24006 -3.72397 0.34096
O 0.86484 -4.82613 -0.35609
N 1.12620 -2.40906 0.09708
C 1.50555 -1.81517 1.24509
S 2.34919 -0.41663 1.39145
C 1.01951 -2.61287 2.44011
C 1.21744 -2.34645 3.78250
C 0.67796 -3.21909 4.71871
C -0.05231 -4.34208 4.33053
C -0.25917 -4.61783 2.98706
C 0.29269 -3.73307 2.08102
H 1.78355 -1.46894 4.06695
H 0.82477 -3.02477 5.77362
H -0.46377 -5.00355 5.08161
H -0.82471 -5.48080 2.66283
O -1.15247 -4.64374 -2.97489
N -0.80382 -4.11958 -4.14813
C -0.51568 5.65058 -1.50118
C -0.25881 4.80532 -0.24678
C -1.13341 5.35334 0.88078
C 1.20990 4.95674 0.17263
C -0.54717 3.33223 -0.54801
C -1.45965 2.58288 0.19022
C -1.69013 1.22462 -0.06352
C -0.97371 0.64690 -1.07815
O -0.96961 -0.65028 -1.51237
B -0.00362 -0.73326 -2.57445
O 0.50911 0.57066 -2.76391
C -0.07350 1.37850 -1.82901
C 0.15681 2.70948 -1.59156
H -0.27447 6.69931 -1.30726
H -1.56431 5.58734 -1.79927
H 0.09143 5.31606 -2.34328
H -0.91135 6.41320 1.02570
H -0.94321 4.84023 1.82551
H -2.19639 5.26242 0.64865
H 1.44184 6.00569 0.37691
H 1.88600 4.60616 -0.60818
H 1.41296 4.37435 1.07339
H -2.00519 3.04498 1.00028
H -2.38916 0.65039 0.52964
H 0.88337 3.24269 -2.19163
```

## Properties
**HOMO-LUMO gap (alpha / beta)**: 0.19757 / 0.22439 hartree
**Net charge**: -1
**Multiplicity**: 8
**Max |F|**: 0.0764 hartree/bohr
**E_LUMO (alpha / beta)**: 1.620 / 1.624 eV

Atomic partial charges in e from the Mulliken method, atoms 1 to 6: Eu 0.74; S -0.05; S -0.14; S -0.02; S -0.43; O -0.60

2.
Formula: C17H16BrCl2N2O6SV
Source: the Open Molecules 2025 dataset
Level of theory: ωB97M-V/def2-TZVPD

The geometry in XYZ format:
```
46
C17H16BrCl2N2O6SV ωB97M-V/def2-TZVPD
V 0.06820 -0.11291 0.29313
O 1.94456 0.21249 -1.30098
C 3.16342 0.08538 -0.57621
C 2.99002 -0.83846 0.61563
N 1.87978 -0.41338 1.50200
C 2.15399 0.87820 2.15038
C 1.39833 2.00308 1.39706
O 1.60917 3.15974 1.55569
O 0.49456 1.45691 0.58596
C 1.51300 -1.56031 2.35315
C 0.68234 -2.50261 1.44949
O 0.59882 -3.68020 1.58936
O 0.10935 -1.77253 0.49341
H 1.73906 -0.62010 -1.76656
H 3.44904 1.09185 -0.26785
H 3.95938 -0.30846 -1.21146
H 3.92367 -0.89112 1.18426
H 2.76409 -1.84179 0.24718
H 3.21445 1.13116 2.15921
H 1.79189 0.88392 3.17440
H 0.86769 -1.24554 3.17304
H 2.37371 -2.10125 2.74820
O -1.94702 -3.50658 -5.43550
C -1.16404 -3.01121 -4.48200
C 0.05562 -3.56573 -4.09517
C 0.79269 -2.91927 -3.12617
N 0.38543 -1.81091 -2.50105
C -0.80396 -1.35253 -2.83726
Br -1.43651 0.15906 -1.80469
C -1.61270 -1.86503 -3.81721
H -1.57306 -4.29130 -5.85188
H 0.42816 -4.47600 -4.54585
H 1.75912 -3.30627 -2.82592
H -2.56474 -1.42417 -4.07586
Cl -0.48006 1.99497 4.07297
C -1.89878 2.29413 3.14470
C -2.62676 3.44291 3.39397
C -3.80697 3.66500 2.70995
C -4.25561 2.76384 1.76366
C -3.51325 1.62712 1.49467
Cl -4.09464 0.51409 0.31623
C -2.31368 1.35613 2.18362
S -1.49210 -0.19604 1.99793
H -2.28109 4.14756 4.13690
H -4.38920 4.54970 2.92676
H -5.18690 2.92267 1.23869
```

## Properties
**HOMO-LUMO gap (alpha / beta)**: 0.27132 / 0.28621 hartree
**Net charge**: +1
**Multiplicity**: 2
**Max |F|**: 0.0797 hartree/bohr
**E_LUMO (alpha / beta)**: -4.232 / -3.799 eV
**ΔE to the lowest compared entry with this formula, charge and spin**: 26.8 kcal per mole

Atomic partial charges in e from the Mulliken method, atoms 1 to 6: V 1.30; O -0.33; C -0.71; C -0.57; N 0.16; C -0.51

3.
Formula: C17H16Cl2N6O2S
Source: the Open Molecules 2025 dataset
Level of theory: ωB97M-V/def2-TZVPD

The geometry in XYZ format:
```
44
C17H16Cl2N6O2S ωB97M-V/def2-TZVPD
O 2.63598 -5.22179 -0.52459
O 1.74850 -4.74499 1.81586
Cl -1.70476 0.77273 1.45074
Cl 0.84462 1.09937 -3.42177
N 0.41689 5.55455 1.55737
N -0.66379 7.11647 0.35688
C 0.21153 6.51015 2.36855
C -0.20771 5.96507 0.35017
C 1.07101 -0.96280 -0.81522
C -1.31125 -1.23534 -1.05878
C -0.69921 3.10004 0.30496
C 0.02326 3.24902 -1.95271
C 1.26783 -2.22590 -0.48923
C -1.12453 -2.60821 -0.84974
C -0.80631 1.72494 0.17741
C 0.18692 1.85906 -1.95376
C -0.14908 -0.38544 -0.88009
C -0.24654 1.10484 -0.92486
C -0.21131 3.93484 -0.75965
C 0.11363 -3.10938 -0.52667
N 0.51435 6.61527 3.61130
N -0.37881 7.46628 1.59155
N -0.44850 5.27289 -0.77440
N 0.29794 -4.43517 -0.28709
C -0.65489 -5.35187 -0.82661
C -0.26651 -6.76201 -0.53202
C 0.79740 -6.80024 0.60677
S 1.54598 -5.25478 0.49321
H 1.86290 -0.34524 -0.61054
H -2.07804 -0.84539 -1.58296
H -1.18172 3.53795 1.19627
H 0.38660 3.77230 -2.91425
H 2.26946 -2.72886 -0.30052
H -2.07375 -3.17741 -0.80966
H -0.06596 7.18141 4.20685
H 0.69694 5.64296 4.02073
H -0.24474 8.46356 1.86687
H -1.18872 5.66931 -1.40112
H -1.51047 -5.17732 -0.20205
H -0.96512 -5.10245 -1.88735
H 0.22066 -7.24813 -1.37234
H -1.09125 -7.33858 -0.27907
H 0.54709 -7.01392 1.66879
H 1.61346 -7.53777 0.29280
```

## Properties
**HOMO-LUMO gap**: 0.30256 hartree
**Net charge**: 0
**Max |F|**: 0.1505 hartree/bohr
**E_LUMO**: 0.560 eV
**ΔE to the lowest compared entry with this formula, charge and spin**: 36.0 kcal per mole

Atomic partial charges in e from the Mulliken method, atoms 1 to 6: O -0.66; O -0.67; Cl -0.23; Cl -0.22; N -0.59; N -0.87

4.
Formula: C17H16Cl3N3O3S
Source: the Open Molecules 2025 dataset
Level of theory: ωB97M-V/def2-TZVPD

The geometry in XYZ format:
```
43
C17H16Cl3N3O3S ωB97M-V/def2-TZVPD
O 0.82547 0.62670 -0.14845
C 0.09910 0.19153 0.72194
C 0.54954 0.15953 2.17959
O -0.51721 -0.22186 3.01073
C -0.31542 -0.27147 4.36766
C -1.43207 -0.61936 5.12574
C -1.33851 -0.70153 6.49962
C -0.13467 -0.43866 7.13489
C 0.97128 -0.09354 6.38178
C 0.89120 -0.00750 5.00055
N -1.12438 -0.33962 0.52563
C -1.86811 -0.30343 -0.71182
N -1.02505 -0.29399 -1.85725
C -1.02563 -1.31917 -2.75428
S -2.05539 -2.60635 -2.64130
N -0.14855 -1.25387 -3.77676
C 0.73787 -0.23652 -4.13703
C 0.48230 1.11828 -3.96264
C 1.40814 2.06375 -4.36983
C 2.58909 1.67101 -4.97104
C 2.84054 0.32563 -5.18585
C 1.92527 -0.62894 -4.77816
O 2.11801 -1.96601 -4.97678
C -2.78526 0.95082 -0.73322
Cl -3.72278 0.97276 -2.23402
Cl -3.89417 0.89273 0.65168
Cl -1.81334 2.43309 -0.62603
H 0.92069 1.16223 2.43089
H 1.38962 -0.54600 2.25312
H -2.36146 -0.81886 4.61562
H -2.20926 -0.97140 7.07778
H -0.06169 -0.50274 8.20955
H 1.91372 0.11326 6.86670
H 1.77044 0.26346 4.43756
H -1.62931 -0.61600 1.35783
H -2.51527 -1.19706 -0.77972
H -0.17740 0.26506 -1.75658
H -0.04464 -2.11304 -4.30355
H -0.45566 1.43784 -3.53890
H 1.19705 3.11077 -4.22036
H 3.31315 2.40608 -5.28584
H 3.75531 0.01161 -5.67051
H 2.95742 -2.10920 -5.42893
```

## Properties
**HOMO-LUMO gap**: 0.31676 hartree
**Structure (SMILES)**: O=C(COc1ccccc1)N[C@H](NC(=S)Nc1ccccc1O)C(Cl)(Cl)Cl
**Net charge**: 0
**Max |F|**: 0.0140 hartree/bohr
**E_LUMO**: 0.514 eV

Atomic partial charges in e from the Mulliken method, atoms 1 to 6: O -0.74; C 0.20; C -0.31; O -0.14; C 0.63; C -0.43

5.
Formula: C17H16F2OS2
Source: the Open Molecules 2025 dataset
Level of theory: ωB97M-V/def2-TZVPD

The geometry in XYZ format:
```
38
C17H16F2OS2 ωB97M-V/def2-TZVPD
C 2.45440 -3.85061 -3.52149
C 1.44020 -4.49615 -2.58712
C 0.31724 -5.18178 -3.35457
O 0.89270 -3.48836 -1.70709
C 0.47130 -3.92846 -0.49494
S -0.27377 -2.79986 0.50008
S 0.65286 -5.49915 0.06454
H 2.87067 -4.57300 -4.22330
H 1.97780 -3.05652 -4.09468
H 3.27581 -3.40265 -2.96175
H 1.96487 -5.23372 -1.95845
H 0.70103 -5.92162 -4.05874
H -0.38459 -5.67364 -2.67951
H -0.24438 -4.43894 -3.91976
F 1.08824 6.03621 3.05339
C 0.92157 4.71253 3.28964
C 1.47403 4.13663 4.42405
C 1.29782 2.79105 4.67374
C 0.59114 2.01327 3.79497
C 0.02943 2.55968 2.62397
C -0.70176 1.67167 1.80364
C -1.37953 1.81565 0.57179
C -2.17865 0.72770 0.16583
C -2.87824 0.76013 -1.01053
C -2.79768 1.86389 -1.83549
C -2.00350 2.94513 -1.47967
F -1.90955 4.01640 -2.30487
C -1.30843 2.92586 -0.29220
C 0.20314 3.93985 2.40551
H 2.02685 4.76047 5.10539
H 1.71037 2.34871 5.56426
H 0.45001 0.96535 3.99783
H -0.77521 0.67858 2.21295
H -2.23635 -0.13879 0.80236
H -3.48490 -0.08417 -1.29254
H -3.33281 1.89859 -2.76848
H -0.66693 3.75840 -0.08749
H -0.25516 4.44169 1.57874
```

## Properties
**HOMO-LUMO gap**: 0.08991 hartree
**Net charge**: 0
**Max |F|**: 0.0185 hartree/bohr
**E_LUMO**: -3.641 eV
**ΔE to the lowest compared entry with this formula, charge and spin**: 26.2 kcal per mole

Atomic partial charges in e from the Mulliken method, atoms 1 to 6: C -1.47; C 0.56; C -1.25; O -0.40; C 0.21; S -0.31

6.
Formula: C17H16F5GeN3OOsS
Source: the Open Molecules 2025 dataset
Level of theory: ωB97M-V/def2-TZVPD

The geometry in XYZ format:
```
45
C17H16F5GeN3OOsS ωB97M-V/def2-TZVPD
Os 0.09399 -0.15107 -0.23538
F -6.79247 2.41976 -1.54645
C -5.67253 2.01246 -0.91587
C -4.63569 1.43323 -1.61921
F -4.75013 1.27817 -2.94776
C -3.49241 1.02103 -0.96252
F -2.53559 0.46734 -1.71387
C -3.30657 1.16329 0.42223
S -1.87685 0.68606 1.27397
C -4.38900 1.75323 1.09118
F -4.33083 1.94564 2.41859
C -5.53871 2.16814 0.45050
F -6.54286 2.73561 1.14690
N -0.95429 -2.07603 -0.31714
C -1.56063 -3.05872 -0.37728
C -2.28872 -4.25223 -0.48069
C -2.65681 -4.75250 -1.74794
N -2.96941 -5.17386 -2.77952
C -2.62902 -4.99078 0.67334
N -2.92234 -5.61489 1.60244
C 2.54368 2.89008 0.22205
O 2.06644 1.99246 -0.75294
C 0.70018 1.65559 -0.60054
C -0.17261 2.89150 -0.59378
H 2.35071 2.50410 1.23034
H 2.08511 3.88251 0.13370
H 3.62030 2.98826 0.07091
H 0.22768 3.62297 -1.30736
H -0.24112 3.37271 0.39204
H -1.19182 2.65301 -0.89193
C 4.49804 0.20811 1.63912
Ge 3.40948 -1.04523 0.54415
C 3.97524 -0.80448 -1.32563
C 4.10950 -2.81834 1.11447
C 1.52819 -0.97131 0.82566
H 5.55336 -0.07772 1.60815
H 4.15692 0.17213 2.67547
H 4.40461 1.23309 1.28507
H 5.05994 -0.90129 -1.42213
H 3.66189 0.17987 -1.67429
H 3.49820 -1.56068 -1.95042
H 5.20297 -2.84112 1.09912
H 3.73427 -3.60011 0.45228
H 3.77342 -3.04505 2.12831
H 1.19629 -1.59494 1.66267
```

## Properties
**HOMO-LUMO gap (alpha / beta)**: 0.17117 / 0.23192 hartree
**Net charge**: -2
**Multiplicity**: 5
**Max |F|**: 0.0051 hartree/bohr
**E_LUMO (alpha / beta)**: 4.557 / 4.543 eV
**ΔE to the lowest compared entry with this formula, charge and spin**: 10.9 kcal per mole

Atomic partial charges in e from the Mulliken method, atoms 1 to 6: Os 0.03; F -0.34; C 0.69; C -0.37; F -0.32; C 0.00